A cluster of 6 separate species, C33H55INO19S in total, computed with ωB97M-V with the def2-TZVPD basis set.

Geometry as XYZ:
```
110
C33H55INO19S (ωB97M-V with the def2-TZVPD basis set)
I -0.015 -3.010 2.663
S -5.029 0.727 1.157
O 4.300 0.501 7.962
O -1.291 -0.413 5.763
O 3.113 -1.307 0.790
O -8.295 -0.331 -3.272
O 4.792 -0.115 -12.562
O 3.617 1.959 6.426
O 3.877 -2.164 -12.770
O -2.547 -2.284 5.806
O -9.166 1.275 -4.542
O 6.242 0.035 -6.473
O -8.785 -0.761 -5.432
O 5.789 -1.516 -4.904
O 4.373 -0.062 5.779
O 6.874 0.338 -4.333
O -5.548 -0.401 1.859
O 4.246 -1.262 -10.736
O -5.992 1.667 0.648
O -3.504 -0.329 5.351
O -4.031 1.545 2.082
N 2.385 -0.265 0.934
C 3.171 2.476 7.695
C 0.878 1.315 -0.293
C 4.266 -1.273 -12.089
C 4.104 1.749 8.638
C 2.774 -0.786 3.332
C -0.311 -1.092 1.734
C 3.245 3.980 7.728
C -4.480 -1.339 5.013
C 5.342 -2.561 -2.748
C 4.586 0.368 -8.954
C 6.297 -0.345 -5.348
C -5.877 -0.880 5.330
C -2.343 -0.955 5.652
C -3.462 -1.235 -0.124
C 1.917 -0.626 -1.422
C 2.392 1.548 2.634
C 1.989 0.065 2.335
C -4.004 0.200 -0.197
C -1.798 -0.690 1.818
C 4.126 0.719 6.636
C 4.913 0.790 -11.456
C -2.798 -1.678 1.194
C 0.462 -0.037 2.541
C -9.189 1.759 -3.193
C 0.132 -1.076 0.252
C 5.056 -0.155 -10.284
C 6.524 -0.326 -3.109
C 6.302 -1.748 -3.574
C -8.752 -0.016 -4.510
C -8.143 0.894 -2.527
C 1.313 -0.148 -0.086
C -8.318 0.669 -1.050
C -3.965 -2.504 5.828
H -7.663 -0.128 -0.703
H -2.332 -2.647 1.021
H 1.554 2.128 3.019
H 5.610 0.128 -2.719
H 0.004 0.922 2.293
H 4.422 -2.006 -2.560
H -4.308 -1.902 -0.299
H 4.524 -0.439 -8.231
H -10.186 1.588 -2.781
H 0.384 -2.075 -0.100
H -1.849 0.297 1.354
H 2.140 2.141 7.841
H 7.323 -0.221 -2.380
H 2.064 -1.699 -1.434
H -6.075 0.081 4.858
H 3.686 1.580 9.627
H 5.767 1.446 -11.598
H -8.962 2.822 -3.170
H 7.256 -2.271 -3.681
H -8.081 1.572 -0.498
H -4.682 0.279 -1.048
H 2.427 -0.582 4.338
H -9.343 0.371 -0.822
H -4.385 -1.542 3.946
H 5.071 -3.479 -3.268
H 3.998 1.384 -11.396
H -4.416 2.431 2.147
H 3.828 -0.542 3.236
H -3.208 0.923 -0.365
H 2.861 -0.102 -1.568
H 0.295 -0.178 3.609
H 0.561 1.481 -1.319
H 4.280 4.321 7.674
H 2.676 -1.851 3.139
H 2.713 4.405 6.878
H -3.590 -1.865 1.914
H -4.201 -3.475 5.401
H 2.828 2.023 1.758
H 3.593 0.813 -9.045
H -4.303 -2.467 6.866
H 5.790 -2.822 -1.790
H 2.796 4.361 8.645
H -7.140 1.280 -2.736
H -2.764 -1.394 -0.947
H 1.234 -0.332 -2.220
H -6.604 -1.602 4.959
H 6.086 -0.516 -10.207
H 0.084 1.621 0.387
H -6.014 -0.759 6.406
H -0.706 -0.748 -0.368
H 5.071 2.249 8.728
H 5.277 1.116 -8.574
H -2.029 -0.543 2.875
H 1.727 1.969 -0.095
H 3.159 1.567 3.407
```

Its spin multiplicity is 2. The net charge is 0. Its expectation value of S² is 0.7542. The orbital gap (alpha / beta) is 8.20 / 9.14 eV. Its highest occupied orbital energy (alpha / beta) is -0.304 / -0.338 Eh. Its total energy is -94441.1784 eV. Its largest force on an atom is 1.34 eV Å⁻¹.

Atomic partial charges in e from the Löwdin method, atoms 1 to 2: 1.025, 0.594